Computed, not measured: a cluster of 4 separate species, C2H11NO5 in total, with ωB97M-V/def2-TZVPD.

Results
Kohn-Sham gap (alpha / beta) (eV): 8.9 / 3.3
LUMO (alpha / beta) (eV): -4.624 / -10.151
Net charge: +1
2S+1: 2
ΔE to the lowest compared entry with this formula, charge and spin (kcal/mol): 66.0

Atoms and positions in Å:
1 O 1.96111 0.01026 0.55753
2 C 1.60170 0.07149 1.70474
3 O 2.54893 0.04063 2.71621
4 C 0.07921 -0.06506 2.23984
5 N -0.80592 -0.00007 1.08654
6 H 3.14782 0.74812 2.69626
7 H 0.02767 -1.25247 2.53172
8 H -0.16173 0.59772 3.10134
9 H -0.56675 -0.59684 0.40770
10 H -0.74636 0.99406 0.76392
11 H -0.25905 0.22523 -2.93605
12 H -0.92959 0.61519 -1.57693
13 O -0.91519 0.00357 -2.28858
14 H 0.80459 3.47241 -1.25985
15 H 0.04864 2.49374 -0.44295
16 O -0.00169 3.07640 -1.18331
17 H -2.75987 -2.96362 -2.77495
18 H -3.23191 -3.06608 -4.08288
19 O -3.57034 -3.29406 -3.26442

Charges in e, computed with Löwdin, in the same order as the atoms:
1. O 0.183
2. C -0.386
3. O 0.152
4. C -0.018
5. N 0.318
6. H 0.112
7. H 0.223
8. H 0.160
9. H 0.076
10. H 0.157
11. H 0.049
12. H -0.030
13. O -0.012
14. H 0.004
15. H -0.014
16. O 0.030
17. H 0.061
18. H -0.018
19. O -0.045

---

Computed, not measured: a structure of composition C2H12BaO6, with ωB97M-V/def2-TZVPD.

Results
Kohn-Sham gap (eV): 3.0
LUMO (eV): 2.180
Net charge: -2
2S+1: 1

Atoms and positions in Å:
1 Ba 1.88556 0.91793 -1.43655
2 O 3.64350 1.55698 -6.00928
3 H 4.41717 2.14701 -5.92081
4 O -1.53757 3.44946 -3.99997
5 H -1.88028 3.88426 -3.19496
6 O 0.45743 -3.16134 -3.63331
7 H -0.07084 -3.53456 -2.90107
8 O 3.36076 5.32715 -1.24767
9 H 3.25109 5.66216 -0.33648
10 C 1.32868 -2.77638 4.44362
11 O 1.85463 -2.60806 3.08281
12 H 1.78029 -1.98747 5.04508
13 H 0.27238 -2.53246 4.33028
14 H 1.42552 -3.78688 4.84062
15 H 2.74636 -2.96351 3.09101
16 C -3.93994 -0.26487 0.54504
17 O -2.94606 0.69185 0.79269
18 H -4.79647 0.21435 0.07092
19 H -3.56632 -1.00784 -0.15958
20 H -4.27694 -0.69814 1.48675
21 H -3.40896 1.47036 1.11086

Charges in e, computed with Löwdin, in the same order as the atoms:
1. Ba 1.452
2. O -0.637
3. H -0.208
4. O -0.632
5. H -0.226
6. O -0.652
7. H -0.231
8. O -0.642
9. H -0.223
10. C -0.130
11. O -0.145
12. H 0.070
13. H 0.074
14. H 0.072
15. H 0.059
16. C -0.179
17. O -0.126
18. H 0.077
19. H 0.086
20. H 0.068
21. H 0.073

---

Computed, not measured: a cluster of 4 separate species, C2H12N2O3 in total, with ωB97M-V/def2-TZVPD.

Results
Kohn-Sham gap (alpha / beta) (eV): 2.2 / 8.0
LUMO (alpha / beta) (eV): 3.461 / 3.432
Net charge: -1
2S+1: 2
ΔE to the lowest compared entry with this formula, charge and spin (kcal/mol): 30.6

Atoms and positions in Å:
1 C 0.84345 -0.76648 0.13117
2 C 0.00524 0.03022 -0.52711
3 N -0.64323 -0.30601 -1.71655
4 N 1.29847 -0.56353 1.49064
5 H 1.13317 -1.70346 -0.32871
6 H -0.20282 1.03843 -0.18931
7 H -1.45732 0.26323 -1.90537
8 H -0.89193 -1.27612 -1.83723
9 H 2.20138 -0.07320 1.51005
10 H 1.60034 -1.48052 1.80913
11 H 2.76084 -0.63222 -2.73423
12 H 3.08588 -1.76137 -3.73618
13 O 2.88165 -1.59063 -2.80739
14 H -0.60132 0.83209 3.35030
15 H -0.43253 1.25418 1.93445
16 O -1.09474 1.27218 2.63949
17 H -2.73482 1.69681 1.14040
18 H -4.11680 2.29893 0.90853
19 O -3.63490 1.46748 0.86791

Charges in e, computed with Löwdin, in the same order as the atoms:
1. C -0.339
2. C -0.352
3. N 0.002
4. N -0.040
5. H 0.074
6. H 0.075
7. H 0.056
8. H 0.067
9. H 0.037
10. H 0.039
11. H -0.054
12. H -0.041
13. O -0.323
14. H 0.027
15. H -0.014
16. O -0.111
17. H -0.010
18. H 0.014
19. O -0.108

---

Computed, not measured: a cluster of 4 separate species, C2H12N2O3 in total, with ωB97M-V/def2-TZVPD.

Results
Kohn-Sham gap (eV): 9.7
LUMO (eV): 0.700
Net charge: 0
SMILES: [H]/N=C/NC.O.O.O
2S+1: 1
ΔE to the lowest compared entry with this formula, charge and spin (kcal/mol): 24.1

Atoms and positions in Å:
1 H 1.34396 0.24728 0.98138
2 N 1.31913 0.74470 0.09141
3 C 1.25151 -0.17488 -0.81196
4 N 1.68146 0.00149 -2.07228
5 C 1.44268 -0.97592 -3.11847
6 H 0.71834 -1.10597 -0.58117
7 H 2.43023 0.64355 -2.21358
8 H 0.40141 -1.27674 -3.19093
9 H 1.86063 -0.60189 -4.04877
10 H 2.01766 -1.89799 -2.93708
11 O -1.70290 -1.49474 2.16244
12 H -1.43816 -1.16357 1.29748
13 H -1.20214 -0.94116 2.77610
14 O -2.66004 0.86633 0.13006
15 H -3.50540 0.56329 0.47328
16 H -2.81258 1.20748 -0.75495
17 O -0.24932 1.00369 2.76738
18 H 0.14646 1.76646 3.21006
19 H 0.08805 1.11856 1.86606

Charges in e, computed with Löwdin, in the same order as the atoms:
1. H 0.020
2. N 0.043
3. C -0.336
4. N -0.053
5. C -0.096
6. H 0.129
7. H 0.124
8. H 0.080
9. H 0.080
10. H 0.081
11. O -0.073
12. H 0.001
13. H 0.006
14. O -0.055
15. H 0.040
16. H 0.033
17. O -0.066
18. H 0.052
19. H -0.006

---

Computed, not measured: a cluster of 4 separate species, C2H12N2O3 in total, with ωB97M-V/def2-TZVPD.

Results
Kohn-Sham gap (eV): 7.5
LUMO (eV): 0.627
Net charge: 0
SMILES: N/C=C/N.O.O.O
2S+1: 1
ΔE to the lowest compared entry with this formula, charge and spin (kcal/mol): 37.6

Atoms and positions in Å:
1 N 2.79672 -0.55543 1.47419
2 C 1.78059 -1.11307 0.68931
3 C 1.13634 -0.41278 -0.24383
4 N 0.09174 -0.92998 -1.03216
5 H 3.24367 -1.07513 2.20016
6 H 3.14575 0.37843 1.36906
7 H 1.73696 -2.18005 0.86090
8 H 1.60329 0.52451 -0.51646
9 H -0.04670 -1.91651 -0.90867
10 H -0.11864 -0.54109 -1.93327
11 O -3.81469 -2.46222 0.39606
12 H -2.88753 -2.29735 0.19005
13 H -3.85922 -2.79604 1.29644
14 O -0.88481 1.12464 1.28333
15 H -0.51890 1.96038 0.99127
16 H -0.85314 0.48791 0.55771
17 O -0.86931 3.56203 -2.26080
18 H -0.13729 4.05791 -1.87042
19 H -1.54484 4.18384 -2.54289

Charges in e, computed with Löwdin, in the same order as the atoms:
1. N 0.014
2. C -0.221
3. C -0.262
4. N 0.016
5. H 0.063
6. H 0.072
7. H 0.109
8. H 0.113
9. H 0.074
10. H 0.078
11. O -0.060
12. H 0.021
13. H 0.033
14. O -0.068
15. H 0.024
16. H -0.008
17. O -0.064
18. H 0.034
19. H 0.031

---

Computed, not measured: a cluster of 4 separate species, C2H12N2O3 in total, with ωB97M-V/def2-TZVPD.

Results
Kohn-Sham gap (eV): 9.7
LUMO (eV): 0.570
Net charge: 0
SMILES: [H]/N=C/NC.O.O.O
2S+1: 1
ΔE to the lowest compared entry with this formula, charge and spin (kcal/mol): 24.4

Atoms and positions in Å:
1 H 0.07564 -1.09654 3.19497
2 N 0.34688 -0.67386 2.31590
3 C 0.94786 -1.47318 1.52195
4 N 1.62011 -1.03240 0.44281
5 C 2.70366 -1.70315 -0.20799
6 H 0.94175 -2.55323 1.70118
7 H 1.49843 -0.11363 0.04648
8 H 3.04924 -1.14553 -1.08702
9 H 2.49480 -2.67903 -0.66244
10 H 3.65708 -1.74416 0.34320
11 O -3.18275 2.75641 -1.06669
12 H -3.78529 1.99493 -1.08135
13 H -2.38269 2.25431 -1.28165
14 O -0.38385 -0.02914 -2.45150
15 H 0.29555 -0.65287 -2.65633
16 H 0.07327 0.81500 -2.35169
17 O -1.18884 1.39138 0.36822
18 H -0.87635 0.86379 1.11991
19 H -1.69296 2.05170 0.85870

Charges in e, computed with Löwdin, in the same order as the atoms:
1. H 0.035
2. N 0.055
3. C -0.321
4. N -0.057
5. C -0.124
6. H 0.129
7. H 0.123
8. H 0.078
9. H 0.081
10. H 0.082
11. O -0.074
12. H 0.045
13. H 0.009
14. O -0.048
15. H 0.009
16. H 0.035
17. O -0.088
18. H -0.005
19. H 0.037

---

Computed, not measured: a cluster of 4 separate species, C2H12N2O3 in total, with ωB97M-V/def2-TZVPD.

Results
Kohn-Sham gap (eV): 8.4
LUMO (eV): 0.450
Net charge: 0
SMILES: [H]/N=C/NC.O.O.O
2S+1: 1
ΔE to the lowest compared entry with this formula, charge and spin (kcal/mol): 70.8

Atoms and positions in Å:
1 H -2.21326 0.03809 1.05750
2 N -1.33225 0.53784 1.09531
3 C -0.87847 0.97163 -0.00381
4 N -1.08014 2.20985 -0.57447
5 C -1.46751 2.20970 -1.98974
6 H -0.34877 0.31323 -0.71701
7 H -1.03596 2.91011 0.16093
8 H -1.63458 3.24484 -2.27713
9 H -2.39914 1.65872 -2.08372
10 H -0.63862 1.86034 -2.59775
11 O 1.45010 -4.61806 -1.43047
12 H 1.35971 -4.93776 -0.52685
13 H 1.67975 -3.68495 -1.27088
14 O 3.51601 1.23514 5.82326
15 H 2.70064 1.12198 6.32890
16 H 3.32737 0.78648 4.99317
17 O -0.38692 -1.56993 -2.14419
18 H -0.76077 -1.99167 -1.35030
19 H 0.14281 -2.29558 -2.49279

Charges in e, computed with Löwdin, in the same order as the atoms:
1. H 0.039
2. N 0.012
3. C -0.372
4. N -0.065
5. C -0.079
6. H 0.088
7. H 0.127
8. H 0.078
9. H 0.082
10. H 0.081
11. O -0.063
12. H 0.036
13. H 0.035
14. O -0.065
15. H 0.034
16. H 0.030
17. O -0.069
18. H 0.047
19. H 0.023

---

Computed, not measured: a cluster of 4 separate species, C2H12N2O3 in total, with ωB97M-V/def2-TZVPD.

Results
Kohn-Sham gap (alpha / beta) (eV): 9.6 / 6.5
LUMO (alpha / beta) (eV): -4.662 / -7.812
Net charge: +1
2S+1: 2
ΔE to the lowest compared entry with this formula, charge and spin (kcal/mol): 39.6

Atoms and positions in Å:
1 C 1.90689 1.34995 -1.89020
2 N 1.25769 0.72630 -0.74946
3 C 1.72997 0.90552 0.48557
4 N 1.82833 -0.07533 1.33928
5 H 2.90998 0.99134 -2.11380
6 H 1.28720 1.24540 -2.77097
7 H 2.02207 2.41977 -1.69689
8 H 1.10687 -0.27302 -0.87531
9 H 2.17337 1.85968 0.74884
10 H 1.04267 -0.72214 1.46103
11 H -3.64517 -4.15518 0.62535
12 H -4.59683 -3.98587 1.77812
13 O -3.92093 -3.49686 1.29102
14 H 0.52906 3.73915 -0.11555
15 H -0.91378 3.69519 -0.71169
16 O -0.40994 3.77801 0.10494
17 H -1.24882 -3.12801 1.63072
18 H -1.96847 -2.26252 0.63194
19 O -1.09017 -2.61138 0.82705

Charges in e, computed with Löwdin, in the same order as the atoms:
1. C -0.024
2. N 0.059
3. C -0.151
4. N 0.323
5. H 0.112
6. H 0.105
7. H 0.098
8. H 0.167
9. H 0.164
10. H 0.119
11. H 0.055
12. H 0.050
13. O -0.066
14. H 0.011
15. H 0.045
16. O -0.049
17. H 0.041
18. H 0.020
19. O -0.079